# 1
Below is a 5-piece molecular cluster, C36H54F9N8O2S overall at a distorted geometry, with properties calculated with the ωB97M-V functional and the def2-TZVPD basis.

## Properties
* Kohn-Sham gap: 6.7 eV

```
! RIJCOSX wB97M-V def2-TZVPD def2/J DEFGRID3
* xyz 1 1
C 0.060 -3.781 -2.917
C -1.110 -2.882 -2.411
C -0.908 -1.361 -2.708
C -2.091 -0.628 -1.976
N 0.409 -0.971 -2.194
C 1.158 0.086 -2.476
N 2.391 0.211 -1.893
C 2.875 1.331 -2.426
C 4.208 2.008 -2.236
C 4.468 2.540 -0.784
C 4.252 4.088 -0.766
C 4.838 4.650 0.594
C 3.634 5.099 1.477
C 2.729 3.895 1.871
O 2.242 4.177 3.195
C 1.201 3.370 3.572
C 1.028 1.937 3.038
O 0.428 3.786 4.355
N 1.988 1.860 -3.254
N 0.856 1.105 -3.307
C -0.255 1.530 -4.145
C -0.664 3.021 -3.798
C -1.643 2.942 -2.586
C -1.611 4.169 -1.646
C -2.879 4.288 -0.744
F -3.920 4.234 -1.601
F -2.787 5.503 -0.177
C -2.911 3.138 0.301
F -1.667 3.016 0.800
F -3.195 1.970 -0.269
S -4.091 3.361 1.751
F -3.307 2.211 2.574
F -5.029 2.176 1.174
F -5.008 4.383 0.949
F -3.211 4.498 2.403
F -5.090 3.487 2.979
H -0.376 -4.752 -3.200
H 0.504 -3.297 -3.801
H 0.785 -3.932 -2.102
H -1.351 -3.034 -1.342
H -2.042 -3.143 -2.947
H -0.928 -1.210 -3.798
H -2.814 -1.329 -1.541
H -2.601 0.104 -2.619
H -1.618 -0.045 -1.162
H 0.818 -1.612 -1.518
H 4.217 2.881 -2.914
H 5.010 1.325 -2.565
H 5.533 2.370 -0.559
H 3.868 2.016 -0.027
H 3.182 4.351 -0.844
H 4.847 4.521 -1.588
H 5.498 5.506 0.392
H 5.419 3.872 1.115
H 3.009 5.792 0.886
H 3.961 5.586 2.408
H 1.889 3.778 1.159
H 3.312 2.955 1.911
H 1.983 1.390 2.962
H 0.569 1.950 2.035
H 0.376 1.418 3.750
H 2.151 2.710 -3.777
H 0.080 1.548 -5.199
H -1.176 0.949 -4.076
H -1.257 3.359 -4.662
H 0.206 3.667 -3.619
H -2.659 2.662 -2.913
H -1.299 2.078 -1.981
H -1.663 5.071 -2.289
H -0.678 4.279 -1.073
N -1.261 -1.544 2.193
C -1.182 -2.498 3.174
C -1.698 -1.962 4.323
C -2.108 -0.634 4.026
C -1.831 -0.406 2.705
H -0.950 -1.662 1.246
H -0.766 -3.471 2.970
H -1.775 -2.466 5.272
H -2.559 0.072 4.705
H -1.988 0.460 2.087
N -5.215 -0.599 -5.642
C -4.569 0.431 -5.015
C -5.359 0.859 -3.980
C -6.526 0.052 -3.979
C -6.406 -0.839 -5.012
H -4.869 -1.102 -6.440
H -3.605 0.772 -5.361
H -5.127 1.663 -3.298
H -7.357 0.117 -3.297
H -7.064 -1.620 -5.355
N 2.848 -4.174 0.469
C 2.896 -5.128 1.447
C 2.361 -4.591 2.589
C 1.967 -3.261 2.289
C 2.279 -3.032 0.973
H 3.181 -4.292 -0.471
H 3.308 -6.104 1.248
H 2.262 -5.096 3.537
H 1.510 -2.555 2.962
H 2.150 -2.160 0.357
N 1.929 -8.047 4.782
C 3.048 -7.525 5.376
C 3.200 -8.131 6.594
C 2.135 -9.059 6.740
C 1.371 -8.987 5.606
H 1.574 -7.783 3.881
H 3.635 -6.769 4.881
H 3.987 -7.932 7.303
H 1.952 -9.707 7.582
H 0.481 -9.519 5.316
*
```

# 2
Below is C4H11NO2 as an isolated structure at a distorted geometry, with properties calculated with the ωB97M-V functional and the def2-TZVPD basis.

## Properties
* ΔE to the lowest compared entry with this formula, charge and spin: 488.19 kJ/mol
* Kohn-Sham gap: 10.2 eV

```
! RIJCOSX wB97M-V def2-TZVPD def2/J DEFGRID3
* xyz 0 1
C -3.933 -0.486 0.504
C 0.432 1.475 -0.045
C 1.195 0.202 0.043
C 3.161 -1.096 -0.112
H -2.441 -0.366 -0.862
H -5.006 -0.186 0.586
H -3.528 -1.556 0.854
H -3.265 0.307 1.136
H 0.954 2.223 -0.694
H 0.643 2.075 1.179
H -0.777 1.587 -0.319
H 2.973 1.104 -0.715
H 2.342 -1.589 -0.875
H 4.074 -0.961 -0.640
H 3.277 -1.647 0.759
N 2.583 0.143 0.071
O -3.360 -0.284 -0.889
O 0.676 -0.944 0.018
*
```

# 3
Below is a 2-piece molecular cluster, C15H23N2O6P overall at a distorted geometry, with properties calculated with the ωB97M-V functional and the def2-TZVPD basis.

## Properties
* Kohn-Sham gap: 9.7 eV
* SMILES string: CNC(=O)[C@H](Cc1ccccc1)NC(C)=O.C[C@@H]1O[C@@H]1P(=O)(O)O

```
! RIJCOSX wB97M-V def2-TZVPD def2/J DEFGRID3
* xyz 0 1
O -3.017 -0.243 -4.019
O -3.611 -2.335 -0.909
O 0.216 2.853 5.697
O 2.531 1.601 2.777
O -0.737 3.606 3.708
O 1.678 4.294 4.332
C -2.664 0.309 -2.984
C -2.829 -2.627 -1.808
C 2.901 0.673 -1.443
C 1.990 0.804 -0.382
C 2.720 -0.339 -2.401
C 0.905 -0.082 -0.269
C 1.631 -1.223 -2.294
C 0.722 -1.098 -1.226
N -3.011 -3.768 -2.481
N -1.963 -0.307 -2.036
C -3.005 1.758 -2.736
C -2.184 -4.304 -3.561
C 3.411 1.581 5.122
C 2.560 0.948 4.027
C -0.468 -2.034 -1.122
C 1.287 1.650 3.457
C -1.611 -1.728 -2.102
P 0.622 3.117 4.310
H -1.284 3.425 4.489
H 1.261 4.905 4.949
H 3.734 1.357 -1.526
H 2.125 1.594 0.341
H 3.414 -0.433 -3.224
H 0.209 0.027 0.550
H 1.495 -1.999 -3.033
H -3.838 -4.282 -2.217
H -1.709 0.207 -1.210
H -2.085 2.328 -2.621
H -3.607 1.834 -1.832
H -3.570 2.137 -3.586
H -2.219 -3.634 -4.423
H -2.563 -5.282 -3.862
H -1.151 -4.415 -3.227
H 2.823 1.716 6.034
H 3.791 2.556 4.800
H 4.265 0.939 5.352
H 2.611 -0.147 4.019
H -0.125 -3.055 -1.290
H -0.861 -1.989 -0.105
H 0.469 1.037 3.078
H -1.257 -1.933 -3.111
*
```

# 4
Below is C24H25N7O3Pd as an isolated structure at a distorted geometry, with properties calculated with the ωB97M-V functional and the def2-TZVPD basis.

## Properties
* <S²>: 6.03
* ΔE to the lowest compared entry with this formula, charge and spin: 69.69 kJ/mol
* Kohn-Sham gap (alpha / beta): 7.2 / 5.4 eV

```
! RIJCOSX wB97M-V def2-TZVPD def2/J DEFGRID3
* xyz 2 5
Pd 1.008 -0.581 -0.137
O 2.770 1.754 2.912
C 2.507 1.339 1.809
N 2.569 0.037 1.381
C 3.511 -0.840 1.727
C 4.537 -0.598 2.671
C 5.571 -1.484 2.807
C 5.629 -2.636 1.996
C 4.638 -2.920 1.090
C 3.531 -2.067 0.943
N 2.463 -2.268 0.142
C 2.306 -3.403 -0.617
O 3.157 -4.243 -0.821
C 0.922 -3.550 -1.178
C 0.556 -4.770 -1.737
C -0.726 -4.918 -2.236
C -1.593 -3.837 -2.164
C -1.148 -2.654 -1.594
N 0.082 -2.516 -1.107
C 2.113 2.230 0.661
C 2.344 3.599 0.735
C 2.054 4.373 -0.377
C 1.545 3.761 -1.514
C 1.347 2.387 -1.505
N 1.635 1.650 -0.443
H 4.485 0.294 3.277
H 6.353 -1.292 3.528
H 6.464 -3.313 2.088
H 4.708 -3.802 0.471
H 1.288 -5.561 -1.780
H -1.044 -5.858 -2.664
H -2.594 -3.913 -2.554
H -1.796 -1.787 -1.547
H 2.743 4.010 1.651
H 2.226 5.438 -0.351
H 1.318 4.331 -2.401
H 0.970 1.867 -2.376
O -1.044 0.371 -0.984
C -0.895 0.462 0.235
C -4.830 0.198 -0.983
N -3.940 0.338 0.157
C -3.893 -0.833 1.018
C -3.112 1.355 0.349
N -1.881 1.027 0.997
N -3.267 2.578 -0.130
C -2.212 3.569 -0.054
C -4.504 3.110 -0.674
H -4.729 -0.817 -1.367
H -4.546 0.881 -1.774
H -5.872 0.351 -0.706
H -4.916 -1.138 1.234
H -3.394 -0.621 1.961
H -3.382 -1.666 0.532
H -1.721 1.253 1.969
H -1.241 3.111 0.116
H -2.422 4.281 0.748
H -2.183 4.115 -0.997
H -5.370 2.558 -0.323
H -4.489 3.114 -1.767
H -4.607 4.142 -0.340
*
```

Let's list calculated total energy in order: -89507.3170; -9907.1822; -40483.8974; -45329.5032 eV.
Let's list molecular weight in order: 833.931; 105.137; 358.331; 565.930 g mol⁻¹.